The molecule C4H7N3, computed with ωB97M-V/def2-TZVPD.

Properties
**Structure (SMILES)**: Cc1cn(C)nn1
**Charge**: 0
**E_LUMO**: 0.9 eV
**Relative energy (zero: lowest compared OMol25 entry of this formula, charge and spin)**: 24.0 kcal/mol
**HOMO**: -0.34358 hartree
**Energy**: -8730.6372 eV
**HOMO-LUMO gap**: 10.22 eV

Bonds (Å) are listed after each position.
CARTESIAN COORDINATES (ANGSTROEM)
1 C -2.413 0.199 -0.173  N2 1.453, H8 1.097, H9 1.087, H10 1.090
2 N -1.079 0.327 0.389  C1 1.453, C3 1.364, N7 1.339
3 C -0.112 -0.633 0.345  N2 1.364, C4 1.372, H11 1.084
4 C 1.067 0.063 0.245  C3 1.372, C5 1.500, N6 1.371
5 C 2.458 -0.354 -0.131  C4 1.500, H12 1.096, H13 1.094, H14 1.094
6 N 0.754 1.398 0.288  C4 1.371, N7 1.289
7 N -0.524 1.545 0.357  N2 1.339, N6 1.289
8 H -2.417 0.701 -1.149  C1 1.097
9 H -3.157 0.658 0.474  C1 1.087
10 H -2.638 -0.860 -0.302  C1 1.090
11 H -0.382 -1.681 0.408  C3 1.084
12 H 2.769 0.277 -0.973  C5 1.096
13 H 3.194 -0.220 0.666  C5 1.094
14 H 2.498 -1.391 -0.477  C5 1.094



The molecule C4H7N3 at a distorted geometry, computed with ωB97M-V/def2-TZVPD.

Properties
**Structure (SMILES)**: [H]/N=C(\C#N)NCC
**Charge**: 0
**E_LUMO**: 0.8 eV
**Relative energy (zero: lowest compared OMol25 entry of this formula, charge and spin)**: 10.2 kcal/mol
**HOMO**: -0.35473 hartree
**Energy**: -8731.2384 eV
**HOMO-LUMO gap**: 10.44 eV

Bonds (Å) are listed after each position.
CARTESIAN COORDINATES (ANGSTROEM)
1 C 1.181 -1.440 -0.824  C2 1.526, H8 1.095, H9 1.097, H10 1.095
2 C 0.833 -0.675 0.449  C1 1.526, N3 1.455, H11 1.092, H12 1.096
3 N -0.500 -0.093 0.382  C2 1.455, C4 1.366, H13 1.010
4 C -0.670 1.237 0.127  N3 1.366, N5 1.278, C6 1.466
5 N 0.271 2.098 0.201  C4 1.278, H14 1.016
6 C -2.047 1.587 -0.237  C4 1.466, N7 1.157
7 N -3.113 1.897 -0.562  C6 1.157
8 H 1.010 -0.811 -1.704  C1 1.095
9 H 0.574 -2.348 -0.926  C1 1.097
10 H 2.233 -1.742 -0.816  C1 1.095
11 H 1.522 0.158 0.606  C2 1.092
12 H 0.896 -1.329 1.326  C2 1.096
13 H -1.269 -0.706 0.151  N3 1.010
14 H -0.069 3.035 0.005  N5 1.016



- The lowest HOMO-LUMO gap belongs to which entry?
  number 1



- What is the energy in the first record?
  -8730.6372 eV



- Look up the energy of the first one.
  -8730.6372 eV